[1]
# C18H52FInN4O6

A molecular structure, C18H52FInN4O6 (the ωB97M-V functional and the def2-TZVPD basis, the OMol25 dataset).

Each line ends with the Mulliken charge.
Element x y z (Å)
In  -3.508670  -1.849132  -1.902955  0.96
F  0.612110  -0.738982  -0.297465  -0.47
C  1.354080  3.674738  5.754285  -1.36
C  1.145360  4.605828  4.575085  0.26
C  1.912280  5.954688  4.897375  -0.67
O  1.629360  6.573128  6.192855  -0.26
C  2.464540  7.656988  6.540475  -0.66
N  1.761740  4.025608  3.439815  -0.58
H  2.371150  3.749158  6.139175  0.37
H  1.178200  2.621718  5.534465  0.41
H  0.688610  3.919998  6.581985  0.34
H  0.111550  4.921098  4.433845  0.37
H  1.641530  6.648368  4.101385  0.37
H  2.992960  5.822268  4.845545  0.39
H  2.274520  7.877578  7.590865  0.24
H  2.295210  8.540138  5.924455  0.30
H  3.507930  7.377038  6.395315  0.33
H  2.660920  3.714218  3.778365  0.34
H  1.333650  3.135788  3.227555  0.28
C  -2.030070  4.555438  -4.706665  -1.43
C  -1.054700  3.740148  -3.813645  0.58
C  -1.187010  3.905478  -2.316275  -0.87
O  -2.471760  3.445168  -1.786335  -0.24
C  -3.362390  4.514588  -1.548835  -0.77
N  -1.133830  2.331308  -4.134445  -0.66
H  -1.859810  5.617948  -4.532915  0.35
H  -3.069240  4.278398  -4.529215  0.33
H  -1.747600  4.381928  -5.745025  0.44
H  -0.039210  4.098748  -3.981825  0.28
H  -1.031060  4.952128  -2.054905  0.41
H  -0.367290  3.343778  -1.868315  0.37
H  -4.357200  4.076678  -1.467035  0.25
H  -3.501460  5.314298  -2.276305  0.33
H  -3.102710  5.055678  -0.638955  0.33
H  -0.890060  2.328058  -5.114585  0.31
H  -0.275980  1.910218  -3.807535  0.28
C  0.480090  -4.616872  -4.670815  -1.38
C  -0.714790  -4.945142  -5.567265  0.58
C  -1.564720  -6.098722  -5.155285  -0.97
O  -2.127520  -5.914442  -3.818755  -0.22
C  -2.556760  -7.104422  -3.194375  -0.79
N  -1.546740  -3.812002  -5.750505  -0.61
H  1.204070  -5.388332  -4.408495  0.34
H  0.149680  -4.349312  -3.667145  0.31
H  0.999460  -3.706542  -4.970235  0.33
H  -0.376100  -5.135052  -6.585755  0.32
H  -0.945710  -6.992142  -5.237245  0.41
H  -2.411590  -6.352802  -5.792745  0.46
H  -3.165360  -7.724012  -3.853015  0.32
H  -3.088560  -6.923392  -2.260295  0.22
H  -1.673720  -7.712322  -2.997395  0.33
H  -2.345350  -4.147142  -6.270115  0.26
H  -1.092120  -3.123032  -6.332525  0.27
C  -1.129510  -5.261752  4.065505  -1.35
C  -1.872990  -4.227072  3.134055  0.27
C  -1.933590  -2.828692  3.701515  -0.77
O  -2.816250  -1.980672  2.964475  -0.23
C  -3.123430  -0.778092  3.553945  -0.75
N  -1.193980  -4.222302  1.845855  -0.49
H  -1.245190  -6.329692  3.880565  0.34
H  -1.314580  -5.042922  5.117155  0.38
H  -0.089300  -4.976222  3.908865  0.38
H  -2.887270  -4.623992  3.091865  0.25
H  -0.948620  -2.393852  3.871325  0.46
H  -2.327910  -2.998072  4.703475  0.38
H  -3.600140  -0.894482  4.527245  0.30
H  -3.687670  -0.119112  2.894035  0.26
H  -2.171380  -0.252022  3.624285  0.32
H  -0.445870  -3.556512  1.976875  0.31
H  -0.721690  -5.088032  1.627785  0.30
C  4.785470  -3.187322  0.170405  -0.45
O  4.546780  -2.029852  0.958015  -0.45
H  5.124160  -2.887332  -0.821265  0.23
H  5.470050  -3.867502  0.677145  0.24
H  3.844090  -3.736642  0.182705  0.22
H  3.648940  -1.749222  0.766365  0.32
C  4.948200  2.042368  -2.217205  -0.51
O  3.903440  1.209978  -2.639155  -0.45
H  5.861350  1.526238  -1.920775  0.25
H  5.279940  2.560768  -3.116825  0.23
H  4.554760  2.777468  -1.515115  0.26
H  3.372270  0.880028  -1.910745  0.31

Cartesian forces (eV/Å) of the 6 atoms listed first:
0.30 -0.05 -0.02
-0.10 -0.06 -0.01
-0.27 -0.59 1.23
0.37 2.25 1.62
-0.20 0.63 0.93
-0.64 -1.41 -1.61

Summary:
Energy, eV: -45617.339
ΔE to the lowest compared entry with this formula, charge and spin, kcal per mole: 165.0
Orbital gap, eV: 1.54
Charge: +2
Max |F|, eV/A: 2.8
Spin multiplicity: 1
HOMO level, hartree: -0.487


[2]
# C11H39CrN15O8

A molecular structure, C11H39CrN15O8 (the ωB97M-V functional and the def2-TZVPD basis, the OMol25 dataset).

Each line ends with the Mulliken spin population.
Element x y z (Å)
Cr  -24.026670  -8.278810  -15.859020  2.82
C  -26.230570  -7.696370  -18.972950  0.01
C  -25.536890  -6.706240  -18.118940  0.00
C  -26.161300  -5.235180  -18.318230  0.03
O  -25.288030  -4.266580  -17.661210  0.69
C  -25.965240  -3.033180  -17.523980  0.02
N  -25.627140  -7.114460  -16.667560  0.01
H  -25.749120  -8.670090  -18.882590  0.00
H  -25.995180  -7.563560  -20.028910  0.00
H  -27.305100  -7.638780  -18.799250  0.00
H  -24.498010  -6.651790  -18.444300  0.00
H  -27.203400  -5.089360  -18.033850  0.03
H  -26.200070  -4.981580  -19.377610  0.07
H  -26.571890  -2.821110  -18.404390  0.02
H  -25.250190  -2.230250  -17.703140  0.01
H  -26.539330  -2.959140  -16.600380  0.06
H  -25.769450  -6.270280  -16.131640  0.00
H  -26.581980  -7.364450  -16.881760  0.01
C  -26.067910  -8.944890  -13.411330  0.00
O  -25.109300  -8.685930  -14.207690  0.03
N  -25.992640  -9.609610  -12.322120  0.00
N  -27.287830  -8.814980  -13.840680  0.00
H  -26.786310  -9.872820  -11.755630  0.00
H  -25.125890  -9.992060  -11.972010  0.00
H  -27.946070  -8.997550  -13.096710  0.00
H  -27.543990  -8.704340  -14.811370  0.00
C  -26.513790  -10.527080  -16.676110  0.00
O  -25.554870  -9.704840  -16.576240  0.00
N  -27.146240  -11.065950  -15.759240  0.00
N  -26.968630  -10.996280  -17.816090  0.00
H  -27.021370  -10.819100  -14.787870  0.00
H  -27.873130  -11.744460  -15.936320  0.00
H  -26.507760  -10.791440  -18.691160  0.00
H  -27.927570  -11.312600  -17.838230  0.00
C  -24.484800  -5.146110  -14.182830  0.00
O  -24.240460  -6.267430  -14.649760  0.04
N  -25.336200  -4.939960  -13.253690  0.01
N  -23.897740  -4.077940  -14.576500  0.03
H  -25.793570  -5.681070  -12.742160  0.00
H  -25.133780  -4.111050  -12.713280  0.00
H  -23.209560  -4.154560  -15.311790  0.00
H  -24.001470  -3.197960  -14.091780  0.00
C  -21.875440  -5.869440  -17.048510  0.01
O  -22.619630  -6.721460  -16.588460  0.00
N  -20.779970  -6.167930  -17.701770  0.00
N  -22.275060  -4.660050  -17.303270  0.00
H  -20.476770  -7.048130  -17.310070  0.00
H  -20.086250  -5.450020  -17.854910  0.00
H  -23.236380  -4.377680  -17.175920  0.00
H  -21.674390  -3.937280  -17.673250  0.00
C  -21.464950  -8.731070  -13.626930  0.01
O  -22.416110  -8.422520  -14.404080  0.03
N  -21.010420  -7.928850  -12.720810  0.00
N  -20.770660  -9.876060  -13.594050  0.00
H  -20.271480  -8.064550  -12.045780  0.00
H  -21.364480  -6.984920  -12.781850  0.00
H  -19.957180  -9.872040  -12.995440  0.00
H  -20.933130  -10.571530  -14.308200  0.00
C  -23.095970  -11.613470  -15.750760  0.01
O  -23.364650  -10.428750  -15.589350  0.03
N  -23.623990  -12.629950  -15.146980  0.00
N  -22.052790  -12.072630  -16.419950  0.00
H  -24.236910  -12.536950  -14.349620  0.00
H  -23.358330  -13.577100  -15.375940  0.00
H  -21.426060  -11.380110  -16.804310  0.00
H  -21.781420  -13.034990  -16.277390  0.00
C  -22.914690  -8.980760  -19.147940  0.01
O  -23.379680  -9.151540  -18.042520  0.00
N  -23.275780  -9.564960  -20.242140  0.00
N  -22.084810  -8.024500  -19.427080  0.00
H  -22.835710  -9.215030  -21.081180  0.00
H  -24.140840  -10.078080  -20.334230  0.00
H  -21.883200  -7.389600  -18.667910  0.00
H  -22.043930  -7.657200  -20.367040  0.00

Cartesian forces (eV/Å) of the 6 atoms listed first:
-0.66 -1.87 1.42
0.21 -0.44 -1.25
1.37 2.32 -0.46
1.74 -1.97 0.83
-2.07 -0.68 -0.77
0.63 1.77 -1.66

Summary:
Energy, eV: -79156.635
ΔE to the lowest compared entry with this formula, charge and spin, kcal per mole: 41.8
Orbital gap (alpha / beta), eV: 6.88 / 2.72
Charge: +4
Max |F|, eV/A: 8.5
⟨S²⟩: 6.02
Spin multiplicity: 5
HOMO level (alpha / beta), hartree: -0.711 / -0.711


Question: Among the records above, which one has the lowest spin multiplicity?
Answer: C18H52FInN4O6